The following is a DFT calculation (ωB97M-V/def2-TZVPD) of a 4-piece molecular cluster, C20H50OSSi overall.

Computed properties:
**Structure (SMILES)**: C[Si](C)(O)S.CCCCCC.CCCCCC.CCCCCC

Last column: Löwdin charge in e.
Atoms and positions in Å:
C 1.413 -1.043 -1.564  -0.198
Si 1.863 0.155 -2.903  0.056
C 0.506 1.411 -3.105  -0.187
O 2.260 -0.562 -4.331  -0.183
S 3.640 1.127 -2.198  0.511
H 2.257 -1.705 -1.356  0.035
H 1.190 -0.464 -0.662  0.017
H 0.539 -1.647 -1.814  0.039
H 0.861 2.308 -3.611  0.010
H 0.190 1.699 -2.097  0.028
H -0.373 1.025 -3.629  0.040
H 1.537 -0.645 -4.953  0.052
H 3.964 1.635 -3.386  -0.226
C -1.217 0.915 1.027  -0.114
C -1.772 -0.041 2.079  -0.266
C -1.437 0.369 3.511  -0.224
C 0.060 0.452 3.819  -0.223
C 0.845 -0.825 3.521  -0.262
C 0.315 -2.039 4.276  -0.107
H -0.127 0.960 1.064  0.057
H -1.500 0.598 0.022  0.066
H -1.597 1.928 1.179  0.077
H -1.397 -1.050 1.885  0.098
H -2.859 -0.099 1.976  0.105
H -1.914 -0.334 4.201  0.081
H -1.889 1.345 3.718  0.112
H 0.177 0.699 4.879  0.110
H 0.506 1.283 3.267  0.102
H 1.893 -0.659 3.781  0.105
H 0.831 -1.032 2.446  0.094
H 0.329 -1.858 5.353  0.071
H 0.917 -2.927 4.079  0.074
H -0.712 -2.270 3.989  0.051
C -3.662 -1.362 7.098  -0.104
C -2.797 -2.512 6.593  -0.264
C -3.298 -3.124 5.288  -0.236
C -4.697 -3.739 5.361  -0.226
C -4.865 -4.818 6.430  -0.270
C -3.938 -6.015 6.240  -0.112
H -4.678 -1.689 7.326  0.065
H -3.248 -0.927 8.009  0.070
H -3.728 -0.569 6.349  0.070
H -2.724 -3.283 7.365  0.101
H -1.778 -2.149 6.433  0.084
H -2.582 -3.879 4.951  0.100
H -3.302 -2.349 4.514  0.098
H -4.938 -4.169 4.384  0.110
H -5.435 -2.951 5.533  0.102
H -5.902 -5.161 6.417  0.104
H -4.703 -4.387 7.422  0.097
H -4.094 -6.475 5.261  0.075
H -4.117 -6.777 6.999  0.069
H -2.888 -5.726 6.307  0.064
C 5.238 4.058 -8.952  -0.112
C 3.880 4.647 -8.586  -0.271
C 3.658 4.783 -7.081  -0.228
C 3.718 3.466 -6.304  -0.230
C 2.744 2.392 -6.785  -0.260
C 1.279 2.808 -6.686  -0.103
H 5.355 3.043 -8.569  0.064
H 5.371 4.016 -10.034  0.069
H 6.048 4.663 -8.540  0.075
H 3.087 4.034 -9.025  0.097
H 3.781 5.635 -9.042  0.104
H 2.694 5.268 -6.905  0.102
H 4.413 5.460 -6.671  0.110
H 3.515 3.678 -5.249  0.104
H 4.734 3.065 -6.340  0.103
H 2.902 1.490 -6.187  0.089
H 2.973 2.112 -7.817  0.100
H 1.020 3.072 -5.659  0.054
H 0.619 1.996 -6.997  0.071
H 1.050 3.669 -7.316  0.067

---

The following is a DFT calculation (ωB97M-V/def2-TZVPD) of a 3-piece molecular cluster, C20H51B3NO14P2 overall at a distorted geometry.

Computed properties:
**Total charge**: -1

Last column: Löwdin charge in e.
Atoms and positions in Å:
C 4.412 3.213 1.862  -0.155
C 5.621 2.063 1.812  -0.260
C 4.984 0.569 1.431  -0.209
C 5.140 -0.505 2.684  -0.227
C 3.897 -1.580 2.794  -0.246
C 2.487 -0.938 3.341  -0.211
C 1.326 -2.119 3.146  -0.210
C 0.249 -1.737 1.930  -0.215
C -1.168 -2.547 2.078  -0.151
C -2.448 -1.860 1.321  -0.197
O -3.274 -1.331 2.457  -0.065
B -3.802 0.063 2.246  -0.807
C -3.262 1.093 3.409  0.007
B -3.313 2.687 3.008  -0.441
O -3.263 3.259 1.648  0.032
O -3.373 3.662 4.148  -0.011
B -5.472 -0.008 2.418  -0.309
O -6.258 0.523 1.256  0.028
O -6.093 -0.574 3.644  -0.079
C -6.821 0.465 4.404  -0.124
O -3.326 0.325 0.856  -0.068
C -2.240 -0.569 0.334  -0.190
C -2.721 -0.705 -1.262  -0.202
N -2.602 0.704 -1.880  -0.063
H 4.053 3.326 0.735  0.082
H 4.856 4.259 2.162  0.066
H 3.516 2.874 2.557  0.081
H 6.409 2.435 1.003  0.089
H 6.207 2.011 2.847  0.099
H 5.660 0.158 0.540  0.106
H 3.874 0.734 1.097  0.104
H 6.131 -1.122 2.458  0.105
H 5.334 0.052 3.698  0.103
H 3.705 -2.170 1.775  0.121
H 4.248 -2.416 3.571  0.114
H 2.614 -0.790 4.511  0.110
H 2.174 0.067 2.820  0.104
H 1.860 -3.130 2.899  0.099
H 0.708 -2.226 4.155  0.110
H 0.041 -0.586 1.969  0.102
H 0.724 -2.013 0.891  0.113
H -1.381 -2.640 3.247  0.121
H -0.963 -3.658 1.712  0.108
H -2.919 -2.761 0.720  0.144
H -3.870 0.968 4.425  0.107
H -2.145 0.779 3.675  0.124
H -4.207 3.452 1.365  0.117
H -2.843 4.457 3.785  0.102
H -7.068 1.021 1.574  0.079
H -7.234 -0.064 5.381  0.101
H -7.748 0.912 3.842  0.085
H -6.120 1.367 4.743  0.107
H -1.188 -0.071 0.217  0.130
H -2.026 -1.462 -1.827  0.101
H -3.867 -1.033 -1.259  0.128
H -1.947 1.301 -1.297  0.062
H -3.545 1.183 -1.870  0.067
C -5.649 -3.185 -5.802  -0.147
O -6.591 -2.125 -5.882  -0.340
P -7.282 -1.518 -4.417  0.826
O -5.898 -1.536 -3.755  -0.226
O -8.057 -2.956 -4.190  -0.293
C -9.107 -3.255 -5.091  -0.132
O -7.974 -0.911 -2.952  -0.331
C -7.574 -1.491 -1.721  -0.136
H -5.640 -3.709 -6.762  0.084
H -4.650 -2.778 -5.622  0.086
H -5.908 -3.903 -5.019  0.086
H -8.796 -4.084 -5.734  0.088
H -9.364 -2.393 -5.713  0.079
H -9.988 -3.560 -4.519  0.089
H -6.639 -1.038 -1.381  0.078
H -7.460 -2.575 -1.800  0.084
H -8.346 -1.278 -0.975  0.092
C 7.172 0.712 -3.731  -0.139
O 8.070 0.306 -2.709  -0.334
P 8.895 1.524 -1.799  0.833
O 7.590 2.322 -1.681  -0.242
O 9.730 1.964 -3.151  -0.291
C 10.686 1.039 -3.631  -0.127
O 9.721 2.742 -0.889  -0.332
C 9.470 4.104 -1.193  -0.149
H 7.076 -0.108 -4.448  0.090
H 6.187 0.910 -3.300  0.087
H 7.533 1.597 -4.263  0.086
H 10.332 0.624 -4.579  0.091
H 10.851 0.223 -2.921  0.082
H 11.632 1.562 -3.802  0.090
H 8.564 4.440 -0.682  0.082
H 9.379 4.270 -2.269  0.083
H 10.311 4.698 -0.822  0.088

---

The following is a DFT calculation (ωB97M-V/def2-TZVPD) of a 3-piece molecular cluster, C20H51BClN4O14P4S2 overall at a distorted geometry.

Computed properties:
**Total charge**: +1

Last column: Löwdin charge in e.
Atoms and positions in Å:
C -1.900 7.811 -3.087  -0.103
C -0.830 7.288 -2.111  -0.231
C -0.667 5.740 -2.181  -0.198
C 0.769 5.283 -2.514  -0.174
C 0.835 4.196 -3.608  -0.232
N 1.355 2.886 -3.118  -0.195
C 2.122 2.165 -3.995  -0.403
N 3.505 1.973 -3.711  0.026
B 3.720 0.735 -2.909  -0.726
N 4.945 0.445 -2.201  0.167
O 2.681 -0.187 -2.890  0.142
P 4.307 3.396 -3.094  0.159
O 3.779 3.639 -1.604  -0.170
O 3.837 4.666 -3.974  -0.182
S 6.202 3.297 -3.156  0.408
N 1.687 1.627 -5.115  -0.321
S 0.016 1.732 -5.582  0.962
C 2.558 0.895 -6.050  -0.147
C 2.233 1.358 -7.472  -0.806
O 1.965 0.661 -8.366  0.134
Cl 2.379 3.135 -7.665  0.688
P 0.154 2.033 -2.104  0.919
O 0.832 2.069 -0.598  -0.226
O -0.024 0.497 -2.530  -0.253
H -1.450 8.255 -3.977  0.070
H -2.600 7.042 -3.412  0.066
H -2.479 8.609 -2.623  0.071
H 0.118 7.791 -2.290  0.098
H -1.196 7.491 -1.105  0.101
H -0.986 5.276 -1.247  0.108
H -1.383 5.398 -2.930  0.091
H 1.317 4.981 -1.620  0.094
H 1.289 6.156 -2.914  0.108
H 1.343 4.548 -4.503  0.111
H -0.200 4.039 -3.924  0.068
H 4.727 0.139 -1.255  0.091
H 5.344 -0.368 -2.669  0.103
H 2.679 -0.767 -3.659  0.121
H 3.598 4.583 -1.473  0.091
H 3.646 4.339 -4.868  0.066
H -0.078 3.004 -6.016  -0.084
H 2.298 -0.161 -6.009  0.145
H 3.614 1.112 -5.911  0.141
H 1.405 2.853 -0.651  0.045
H -0.962 0.265 -2.518  0.085
O 3.677 -2.586 1.274  -0.221
P 3.086 -2.354 2.612  0.529
O 2.046 -3.575 2.860  -0.205
C 2.555 -4.908 3.001  -0.270
C 3.204 -5.132 4.354  -0.076
O 2.042 -1.134 2.278  -0.223
C 2.210 -0.312 1.129  -0.275
C 1.253 -0.734 0.037  -0.085
O 3.292 -1.898 4.128  -0.199
C 2.356 -1.119 4.896  -0.246
C 1.027 -1.793 5.140  -0.069
H 3.259 -5.123 2.193  0.111
H 1.703 -5.576 2.883  0.118
H 4.106 -4.525 4.464  0.073
H 3.481 -6.179 4.476  0.081
H 2.526 -4.850 5.159  0.073
H 3.244 -0.333 0.779  0.097
H 1.995 0.715 1.433  0.111
H 1.326 -1.802 -0.171  0.093
H 1.450 -0.191 -0.872  0.005
H 0.222 -0.543 0.344  0.081
H 2.229 -0.134 4.454  0.113
H 2.850 -0.959 5.855  0.122
H 0.436 -1.866 4.228  0.072
H 0.454 -1.211 5.864  0.085
H 1.163 -2.801 5.530  0.073
O -5.572 -2.356 1.144  -0.218
P -5.405 -3.320 2.253  0.528
O -5.024 -2.433 3.560  -0.205
C -6.001 -1.536 4.102  -0.273
C -7.088 -2.269 4.866  -0.077
O -3.942 -3.963 1.889  -0.231
C -3.413 -3.906 0.567  -0.283
C -2.378 -2.805 0.464  -0.079
O -5.910 -4.640 2.999  -0.200
C -5.059 -5.637 3.591  -0.248
C -4.221 -5.146 4.747  -0.071
H -6.432 -0.930 3.301  0.111
H -5.465 -0.865 4.773  0.117
H -7.688 -2.892 4.198  0.073
H -7.754 -1.560 5.358  0.080
H -6.655 -2.928 5.618  0.072
H -4.205 -3.772 -0.168  0.106
H -2.947 -4.873 0.366  0.118
H -2.774 -1.855 0.823  0.076
H -2.045 -2.679 -0.569  0.069
H -1.510 -3.039 1.082  0.074
H -4.447 -6.115 2.829  0.114
H -5.742 -6.406 3.954  0.122
H -3.437 -4.466 4.417  0.072
H -3.744 -5.996 5.236  0.084
H -4.833 -4.619 5.479  0.072

---

The following is a DFT calculation (ωB97M-V/def2-TZVPD) of C20H51InN6O6P as an isolated structure at a distorted geometry.

Computed properties:
**Total charge**: -1

Last column: Löwdin charge in e.
Atoms and positions in Å:
C -3.390 3.201 0.438  -0.444
P -3.294 1.979 1.832  0.589
C -4.319 0.495 1.351  -0.439
In -0.845 1.400 2.204  0.216
C -0.328 -0.730 1.681  -0.273
C -0.625 -1.270 0.263  -0.470
O 0.581 -1.786 -0.367  -0.107
C -1.243 -0.351 -0.747  -0.270
N -0.315 0.660 -1.257  0.023
H -2.897 4.109 0.765  0.002
H -2.886 2.884 -0.472  0.005
H -4.416 3.476 0.212  0.001
H -3.737 -0.424 1.374  -0.008
H -4.711 0.586 0.338  0.012
H -5.182 0.381 1.995  -0.011
H -0.555 1.566 3.975  -0.135
H 0.233 2.535 1.378  -0.110
H 0.751 -0.797 1.812  0.007
H -0.743 -1.436 2.397  0.012
H -1.294 -2.125 0.392  0.116
H 0.845 -2.549 0.172  0.082
H -2.142 0.132 -0.368  0.071
H -1.564 -0.985 -1.582  0.103
H 0.641 0.421 -1.033  0.058
H -0.430 0.727 -2.259  0.041
C 0.800 -0.174 -6.450  -0.014
C 0.440 -0.679 -5.072  -0.553
O -0.658 -0.499 -4.578  0.034
N 1.395 -1.351 -4.374  0.017
C 2.750 -1.670 -4.775  -0.078
H -0.063 0.337 -6.864  0.079
H 1.633 0.528 -6.398  0.082
H 1.067 -1.003 -7.107  0.080
H 1.087 -1.644 -3.457  0.123
H 2.897 -2.752 -4.767  0.079
H 3.459 -1.220 -4.078  0.084
H 2.956 -1.297 -5.773  0.067
C 3.888 0.910 2.981  -0.003
C 3.546 2.377 3.109  -0.548
O 2.406 2.778 3.016  -0.006
N 4.577 3.250 3.334  0.002
C 5.995 2.980 3.476  -0.094
H 2.967 0.362 2.805  0.074
H 4.564 0.743 2.140  0.081
H 4.352 0.539 3.897  0.080
H 4.273 4.207 3.407  0.122
H 6.336 3.326 4.454  0.074
H 6.551 3.525 2.712  0.076
H 6.210 1.920 3.383  0.068
C 6.098 7.219 6.000  -0.013
C 6.055 6.952 4.514  -0.558
O 6.917 6.299 3.948  0.020
N 5.005 7.459 3.817  0.007
C 3.885 8.240 4.312  -0.073
H 6.987 6.748 6.408  0.080
H 6.145 8.290 6.198  0.082
H 5.220 6.798 6.492  0.085
H 5.034 7.241 2.833  0.140
H 2.950 7.719 4.108  0.089
H 3.859 9.209 3.811  0.081
H 3.969 8.401 5.381  0.069
C 0.411 -4.439 -2.512  -0.013
C 0.092 -5.912 -2.564  -0.556
O 0.960 -6.776 -2.596  0.010
N -1.223 -6.243 -2.556  0.008
C -2.370 -5.343 -2.521  -0.080
H 1.489 -4.311 -2.511  0.081
H -0.006 -3.923 -3.379  0.083
H 0.009 -3.993 -1.604  0.070
H -1.390 -7.237 -2.572  0.133
H -2.960 -5.536 -1.625  0.075
H -3.002 -5.510 -3.389  0.072
H -2.050 -4.308 -2.514  0.075
C -7.461 -5.006 -2.799  -0.013
C -6.175 -4.513 -2.179  -0.542
O -5.151 -4.379 -2.828  0.029
N -6.191 -4.212 -0.854  0.013
C -7.299 -4.300 0.078  -0.077
H -7.283 -5.198 -3.852  0.080
H -7.789 -5.932 -2.323  0.081
H -8.246 -4.255 -2.706  0.083
H -5.304 -3.880 -0.507  0.143
H -7.507 -3.317 0.501  0.086
H -7.047 -4.981 0.893  0.082
H -8.193 -4.664 -0.418  0.068

---

Gap between HOMO and LUMO, respectively: 9.9 1.3 7.0 5.2 eV.